# 1
An isolated ion of composition C3H6N and charge +1 in a non-equilibrium geometry, computed with the ωB97M-V functional and the def2-TZVPD basis.

CARTESIAN COORDINATES (ANGSTROEM)
1 C -0.48062 0.88454 -0.58015
2 C 0.68934 -0.10089 -0.43346
3 N 0.06682 -1.04106 0.43270
4 C -0.02823 0.47084 0.72233
5 H -1.36972 0.46910 -0.85819
6 H -0.28974 1.87550 -0.92863
7 H 1.72902 0.00783 -0.91888
8 H 0.51710 -1.69675 1.11608
9 H -0.73428 -1.35656 -0.09414
10 H 0.51868 0.98709 1.49209

Calculated values
gap between HOMO and LUMO	0.4528	Ha
lowest unoccupied orbital energy	-3.6	eV
net charge	+1
HOMO	-15.9	eV

# 2
C6H11NO in the gas phase in a non-equilibrium geometry, computed with the ωB97M-V functional and the def2-TZVPD basis.

CARTESIAN COORDINATES (ANGSTROEM)
1 C -1.90898 -0.63461 -0.51665
2 C -0.62142 0.09946 -0.83753
3 C 0.68259 -0.83931 -0.54911
4 N 1.75234 -0.41687 -1.39904
5 O 0.47321 -2.03311 -0.28038
6 C -0.13002 1.11022 0.09933
7 C 0.92404 0.28436 1.27023
8 C -0.33111 1.12408 1.55625
9 H -2.00074 -1.50449 -1.16975
10 H -2.77270 0.02694 -0.62584
11 H -1.92413 -1.02669 0.50148
12 H -0.59352 0.46391 -1.86392
13 H 1.91557 -1.10890 -2.12519
14 H 2.61391 -0.22338 -0.90025
15 H 0.49061 1.88604 -0.33566
16 H 0.91476 -0.66052 1.80325
17 H 1.86667 0.81322 1.36300
18 H -0.17854 2.07428 2.05915
19 H -1.17256 0.56538 1.95064

Calculated values
gap between HOMO and LUMO	0.3375	Ha
lowest unoccupied orbital energy	0.9	eV
net charge	0
HOMO	-8.3	eV

# 3
CH3PS in the gas phase in a non-equilibrium geometry, computed with the ωB97M-V functional and the def2-TZVPD basis.

CARTESIAN COORDINATES (ANGSTROEM)
1 C -0.21775 0.38074 -0.30562
2 P 0.31932 -1.32198 0.04076
3 S 1.54082 0.53633 0.14879
4 H -0.50410 0.69441 -1.34084
5 H -1.01745 0.97155 0.17923
6 H -0.12085 -1.26104 1.27768

Calculated values
gap between HOMO and LUMO	0.3381	Ha
lowest unoccupied orbital energy	0.2	eV
net charge	0
HOMO	-9.0	eV